Here is a structure of composition C15H28CoNO in a non-equilibrium geometry from the Open Molecules 2025 dataset. Energies are from wB97M-V/def2-TZVPD.

Geometry as ORCA input:
```
! RIJCOSX wB97M-V def2-TZVPD def2/J DEFGRID3
* xyz 2 5
C 1.39244 2.09672 -1.04300
H 2.20725 2.49892 -0.41708
H 1.77669 1.79079 -2.03219
H 1.02524 1.15937 -0.53578
C 0.29487 3.18040 -1.19680
H -0.61822 2.68138 -1.56183
H 0.05458 3.54257 -0.18636
C 0.62885 4.37131 -2.08253
H -0.27298 4.97273 -2.18008
H 1.40092 5.01108 -1.65488
H 0.94523 4.06724 -3.08080
C -0.79399 -1.88522 -0.16604
C -1.39389 -0.91902 -1.03000
C -0.44609 -0.59776 -2.05697
C 0.75449 -1.33459 -1.78846
C 0.53200 -2.13134 -0.62314
C 1.44845 -3.14790 -0.05861
C 1.97962 -1.36193 -2.62695
C -0.70054 0.22298 -3.27494
C -2.83215 -0.53020 -0.97918
C -1.49368 -2.67433 0.87971
Co 0.28837 -0.19336 -0.20325
H 2.82542 -1.69188 -2.01762
H 1.90533 -2.04830 -3.48112
H 2.19541 -0.36008 -3.01315
H 2.48454 -2.92865 -0.32925
H 1.36533 -3.17296 1.03404
H 1.21768 -4.15978 -0.41639
H -2.35677 -2.13413 1.29059
H -1.86537 -3.63351 0.48166
H -0.81322 -2.91925 1.70579
H -3.01093 0.41526 -1.50716
H -3.46838 -1.30738 -1.43480
H -3.16305 -0.41880 0.06372
H 0.13411 0.91765 -3.43500
H -0.79686 -0.38934 -4.18569
H -1.62227 0.80591 -3.16160
C 1.62333 -0.07691 3.70839
C 0.53457 0.16958 2.72849
N -0.72488 0.04746 3.18689
O 0.73328 0.48888 1.53154
H 1.24241 -0.05723 4.73828
H 2.40937 0.67581 3.58627
H 2.06502 -1.07077 3.53341
H -1.50647 0.17147 2.57102
H -0.87644 -0.12539 4.19086
*
```

Output
Frontier orbital gap (spin up / spin down)   10.011 / 8.130 eV
F_max   5.62 eV Å⁻¹
Highest occupied orbital energy (spin up / spin down)   -15.73 / -17.38 eV
LUMO (spin up / spin down)   -5.721 / -9.253 eV
⟨S²⟩   6.01
Total energy   -2100.4579 hartree



Here is a cluster of 3 separate species, C15H28F3N4O6P2S2 in total in a non-equilibrium geometry from the Open Molecules 2025 dataset. Energies are from wB97M-V/def2-TZVPD.

Geometry as ORCA input:
```
! RIJCOSX wB97M-V def2-TZVPD def2/J DEFGRID3
* xyz -1 1
C 3.23241 3.80654 1.60156
C 2.71100 2.31754 1.36960
N 2.66293 1.55041 2.39146
C 2.31616 1.96084 -0.08935
P 0.54158 2.43138 -0.63871
C -0.13695 2.50733 1.16080
C -0.14904 3.85861 1.77402
C -0.67298 3.99910 3.11566
C -1.13855 2.77388 3.77340
C -1.06156 1.54719 3.01612
N -0.59969 1.38704 1.75258
P -1.39930 3.24375 -1.49575
O -1.79935 2.51296 -2.95275
O -1.08809 4.86645 -1.91442
S -2.88377 3.28332 -0.25562
S -0.13065 0.36154 -0.98301
O 0.12065 0.09694 -2.42863
O -1.59210 0.17635 -0.84979
C 0.65023 -1.05266 -0.07913
F -0.32451 -2.00212 0.18537
F 1.52946 -1.69992 -0.94018
F 1.31885 -0.84596 1.07029
H 2.73011 4.16437 2.54227
H 2.94413 4.45252 0.73323
H 4.33384 3.78594 1.78991
H 2.96140 2.10540 3.20629
H 2.64178 0.92059 -0.37468
H 2.98846 2.61496 -0.72320
H 1.05315 2.48237 -2.00516
H 0.94146 3.81392 -0.51189
H 0.21538 4.76075 1.23372
H -0.71214 4.99760 3.60062
H -1.51959 2.85131 4.81370
H -1.41914 0.62304 3.53866
H -0.99576 2.62298 -3.50478
H -0.47152 5.24927 -1.26515
C 0.43174 -3.51237 4.97854
O 0.19306 -3.92764 6.09937
N 0.05102 -4.11277 3.82840
C 0.37204 -3.55878 2.52454
C -0.70212 -5.34945 3.90120
H 0.99730 -2.58097 4.81291
H -0.55258 -3.35612 1.98585
H 0.96824 -4.28495 1.96586
H 0.93687 -2.63391 2.62270
H -1.62802 -5.17649 4.45374
H -0.11416 -6.09971 4.43456
H -0.93499 -5.71019 2.90052
C -2.33396 -2.61308 -6.75066
O -2.27211 -3.39971 -7.68154
N -1.57733 -2.66605 -5.63413
C -1.70666 -1.69081 -4.56295
C -0.60317 -3.73105 -5.49901
H -3.04067 -1.76706 -6.75285
H -0.75191 -1.18222 -4.42350
H -1.98028 -2.20705 -3.64080
H -2.47246 -0.95277 -4.79858
H 0.10930 -3.67578 -6.32492
H -1.11382 -4.69554 -5.54445
H -0.07361 -3.64103 -4.55186
*
```

Output
Frontier orbital gap   7.625 eV
F_max   6.25 eV Å⁻¹
Highest occupied orbital energy   -5.10 eV
LUMO   2.529 eV
Total energy   -3037.4994 hartree



Here is a structure of composition C15H28F6LiO12P in a non-equilibrium geometry from the Open Molecules 2025 dataset. Energies are from wB97M-V/def2-TZVPD.

Geometry as ORCA input:
```
! RIJCOSX wB97M-V def2-TZVPD def2/J DEFGRID3
* xyz 0 1
Li -0.58771 0.17284 0.90037
P -1.18640 2.16636 3.01544
F -0.12448 2.27775 1.77985
F -1.95466 1.12678 2.05842
F -0.20276 1.00820 3.69815
F -2.14719 1.94377 4.31906
F -0.35606 3.29969 3.74397
F -2.02294 3.35595 2.30419
C 0.54842 -1.60632 -1.52199
C 1.11398 -1.70300 -2.96548
O 1.84279 -2.89674 -2.99202
C 1.84386 -3.40154 -1.75363
O 2.45930 -4.44291 -1.52784
O 1.18851 -2.61188 -0.87694
H -0.53722 -1.66825 -1.44691
H 0.94438 -0.63484 -1.22606
H 1.82568 -0.91769 -3.22018
H 0.33264 -1.58739 -3.71665
C 4.33164 2.39706 -0.64741
C 3.24253 1.46132 -0.29124
O 3.45488 0.87099 0.91140
C 2.60619 0.16449 1.56246
O 1.46976 -0.17884 1.14007
O 3.06970 -0.04917 2.71867
C 2.31213 -0.86041 3.58195
H 4.02568 2.79082 -1.61666
H 5.25849 1.88374 -0.90347
H 4.38369 3.25908 0.01766
H 3.34204 0.68705 -1.05197
H 2.22750 1.83325 -0.43076
H 1.75436 -0.23838 4.28201
H 2.87891 -1.57022 4.18445
H 1.58241 -1.41028 2.98760
C -1.27710 -6.00087 1.76375
C -1.19427 -4.46630 1.39152
O -2.39874 -3.83135 1.47670
C -2.49817 -2.50774 1.24198
O -1.55330 -1.71157 1.31420
O -3.77835 -2.30796 0.92133
C -4.25593 -1.01681 0.86002
H -0.27747 -6.40290 1.92872
H -1.62472 -6.48761 0.85252
H -1.87164 -6.21397 2.65212
H -0.77290 -4.32196 0.39668
H -0.56469 -3.83723 2.02080
H -3.67298 -0.27704 1.40865
H -5.27912 -0.93230 1.22611
H -4.13461 -0.65375 -0.16056
C 0.35112 4.92119 -1.94035
C -0.37621 3.75523 -1.16915
O -1.08744 3.01461 -2.15908
C -1.30719 1.68613 -1.91716
O -0.99823 1.11095 -0.87677
O -1.90997 1.01286 -2.94872
C -2.30162 1.68699 -4.19598
H -0.29850 5.75893 -2.19391
H 0.83178 4.62205 -2.87178
H 1.18767 5.33283 -1.37570
H -0.96941 4.28781 -0.42580
H 0.40864 3.15291 -0.71164
H -3.19011 1.19040 -4.58597
H -1.49155 1.79878 -4.91668
H -2.61503 2.71642 -4.02239
*
```

Output
Energy relative to the best compared isomer or geometry (same formula, charge and spin)   49.94 kcal per mole
Frontier orbital gap   11.062 eV
F_max   4.93 eV Å⁻¹
Highest occupied orbital energy   -11.06 eV
LUMO   0.001 eV
Total energy   -2439.6133 hartree



Here is the molecule C15H28N2O2 from the Open Molecules 2025 dataset. Energies are from wB97M-V/def2-TZVPD.

Geometry as ORCA input:
```
! RIJCOSX wB97M-V def2-TZVPD def2/J DEFGRID3
* xyz 0 1
O -0.39839 -1.90916 1.81311
C -0.97877 -2.21522 0.79224
C -2.45549 -1.95472 0.55545
C -2.63389 -0.69690 -0.30559
C -2.21718 0.57566 0.44140
C -3.34015 1.10606 1.33766
C -4.23335 1.95454 0.41739
C -3.39318 2.25462 -0.83687
C -1.98574 1.75072 -0.51068
N -0.35739 -2.80713 -0.25536
C 1.07539 -2.97524 -0.32194
C 1.70522 -2.03966 -1.35927
C 1.50776 -0.55231 -1.03513
N 2.72663 0.07626 -0.55303
C 3.10760 -0.38030 0.77581
C 4.41792 0.29219 1.18538
O 4.31454 1.69611 1.17290
C 3.92849 2.14277 -0.10379
C 2.59873 1.52452 -0.53261
H -2.93723 -1.81280 1.52269
H -2.90733 -2.81556 0.05869
H -2.03183 -0.79807 -1.21329
H -3.67891 -0.61747 -0.60841
H -1.32036 0.35836 1.02614
H -2.90970 1.73042 2.12095
H -3.89671 0.30458 1.82059
H -5.14182 1.41441 0.15036
H -4.53819 2.87280 0.91788
H -3.78996 1.71667 -1.69856
H -3.39274 3.31570 -1.08267
H -1.42357 2.52853 0.00854
H -1.42785 1.46865 -1.40357
H -0.87978 -2.98219 -1.09920
H 1.30565 -4.01567 -0.57586
H 1.44984 -2.76209 0.68061
H 2.77290 -2.24486 -1.43367
H 1.25985 -2.26052 -2.33219
H 1.22300 -0.01902 -1.94635
H 0.68574 -0.43377 -0.31000
H 3.26362 -1.45885 0.75475
H 2.32459 -0.14843 1.51810
H 4.68924 0.01341 2.20489
H 5.21401 -0.02549 0.49388
H 3.84586 3.22917 -0.03888
H 4.70089 1.87661 -0.84178
H 2.34528 1.87329 -1.53660
H 1.80675 1.84943 0.16588
*
```

Output
SMILES string   O=C(CCC1CCCC1)NCCCN1CCOCC1
Energy relative to the best compared isomer or geometry (same formula, charge and spin)   9.80 kcal per mole
Frontier orbital gap   9.424 eV
F_max   0.61 eV Å⁻¹
Highest occupied orbital energy   -8.68 eV
LUMO   0.744 eV
Total energy   -848.3552 hartree



Here is a cluster of 3 separate species, C15H28N2O7PS in total in a non-equilibrium geometry from the Open Molecules 2025 dataset. Energies are from wB97M-V/def2-TZVPD.

Geometry as ORCA input:
```
! RIJCOSX wB97M-V def2-TZVPD def2/J DEFGRID3
* xyz -1 1
C 3.08978 -1.73324 0.86818
C 2.18748 -1.88665 -0.47912
O 1.57731 -0.59649 -0.68971
C 0.71953 -0.57856 -1.85680
C -0.85231 -0.65452 -1.54252
N -1.40975 0.51634 -0.78534
N -0.50675 1.59060 -0.70633
C -0.60931 2.30442 0.59055
C -1.97938 2.59709 1.36516
O 0.46139 2.70895 1.14346
C -0.62963 2.53941 -1.84225
C 0.76699 3.15710 -2.38684
O -1.69851 2.92225 -2.37085
P -1.36890 -2.25726 -0.61497
S -3.21782 -2.11668 0.08160
C -1.63506 -0.72532 -2.96616
O -2.33975 -1.76044 -3.28029
O -1.57419 0.29313 -3.90293
H 3.78097 -2.63458 1.03908
H 2.37732 -1.53715 1.75482
H 3.69187 -0.75375 0.74585
H 1.43716 -2.73659 -0.31685
H 2.93762 -2.18883 -1.30488
H 0.91184 0.34081 -2.53113
H 0.97838 -1.48914 -2.51933
H -1.48894 0.17120 0.19689
H -2.81521 2.60449 0.58213
H -2.18157 1.68038 2.03850
H -1.95756 3.51534 2.03422
H 1.10689 2.58755 -3.31548
H 1.59213 2.98567 -1.59168
H 0.71168 4.28590 -2.54945
H -0.54899 -2.52296 0.52774
H -1.40585 -3.38020 -1.53293
C 5.22772 -6.72207 -0.70295
C 4.61126 -5.93327 0.42195
O 4.05445 -4.87162 0.21786
C 4.71089 -6.51018 1.80935
H 5.08012 -6.18684 -1.64344
H 6.30001 -6.83884 -0.53113
H 4.74774 -7.70026 -0.77775
H 5.76019 -6.61752 2.09290
H 4.20789 -7.47892 1.84617
H 4.22414 -5.83589 2.51733
C -5.94581 5.65722 2.85520
C -4.75169 5.14944 2.09032
O -4.45153 3.97126 2.09711
C -3.94383 6.15755 1.31643
H -6.43160 4.82169 3.36393
H -5.62560 6.38483 3.60427
H -6.66176 6.11237 2.16736
H -3.53450 6.90746 1.99710
H -4.57081 6.63481 0.56024
H -3.11620 5.65051 0.81544
*
```

Output
Energy relative to the best compared isomer or geometry (same formula, charge and spin)   0.00 kcal per mole
Frontier orbital gap   6.484 eV
F_max   6.32 eV Å⁻¹
Highest occupied orbital energy   -4.36 eV
LUMO   2.127 eV
Total energy   -1963.9735 hartree



Here is the ion C15H29BI2NO with charge +1 in a non-equilibrium geometry from the Open Molecules 2025 dataset. Energies are from wB97M-V/def2-TZVPD.

Geometry as ORCA input:
```
! RIJCOSX wB97M-V def2-TZVPD def2/J DEFGRID3
* xyz 1 1
C 4.81868 0.98737 -0.09293
C 3.61443 0.13712 0.30247
C 2.39993 0.36975 -0.58812
C 1.69981 1.71530 -0.36535
C 1.36081 2.06933 1.08905
C 0.71747 0.95550 1.91354
C -0.75185 0.61905 1.62180
C -1.61134 1.75052 1.09742
C -2.94356 1.25548 0.51955
C -2.71192 0.25721 -0.64069
C -1.31778 -0.34040 -0.62063
C -1.03109 -1.44265 -1.60881
I -0.84494 -3.42675 -0.90820
C -0.83300 -1.23494 -2.92463
C -0.58394 -2.30799 -3.94735
I -0.79536 0.69085 -3.78152
N -0.87040 -0.64452 0.76054
B -1.64240 -1.69007 1.60985
C -3.11554 -2.15635 1.40354
O -0.93570 -2.22682 2.63435
H 5.05638 0.92244 -1.14885
H 4.66081 2.01825 0.21649
H 5.68037 0.64492 0.47419
H 3.88602 -0.91548 0.21975
H 3.41122 0.31158 1.35681
H 2.75594 0.36875 -1.61661
H 1.66542 -0.44002 -0.50912
H 2.37682 2.49031 -0.72410
H 0.81332 1.81667 -0.99160
H 0.77513 2.98295 1.09919
H 2.28973 2.33378 1.59182
H 0.77210 1.25392 2.95776
H 1.34561 0.06857 1.83446
H -1.18363 0.36060 2.58761
H -1.80795 2.43969 1.91253
H -1.13258 2.32830 0.30890
H -3.49547 0.78609 1.33104
H -3.49814 2.09748 0.12624
H -2.86872 0.78540 -1.57104
H -3.47755 -0.51039 -0.59405
H -0.66458 0.46741 -0.95407
H -0.52638 -1.89578 -4.94529
H -1.45223 -2.96656 -3.94427
H 0.29847 -2.89009 -3.70491
H 0.08734 -0.98968 0.67568
H -3.19949 -3.14445 1.84333
H -3.35913 -2.26941 0.35391
H -3.84001 -1.49650 1.87841
H 0.00885 -2.29572 2.46194
*
```

Output
SMILES string   CCCCCC[C@H]1CCC[C@H](/C(I)=C(/C)I)[N@@H+]1B(C)O
Frontier orbital gap   8.976 eV
F_max   1.02 eV Å⁻¹
Highest occupied orbital energy   -12.05 eV
LUMO   -3.069 eV
Total energy   -1339.0181 hartree